No. 1
Formula: C21H54NO19P4
Source: the Open Molecules 2025 dataset
Level of theory: wB97M-V/def2-TZVPD

Each line ends with the Löwdin charge.
Cartesian coordinates (Å):
C -5.442 1.908 -0.768  0.0290
C -6.490 1.247 0.078  -0.4728
O -7.107 0.284 -0.291  0.1637
O -6.739 1.742 1.375  -0.0456
C -5.778 1.152 2.255  -0.1962
C -5.971 1.646 3.674  -0.1236
C -5.968 3.153 3.849  -0.0945
N -4.632 3.849 3.690  -0.0364
C -3.484 3.177 4.375  -0.0676
C -2.489 2.499 3.457  -0.1640
O -2.029 3.476 2.540  -0.0859
C -3.077 3.671 1.620  -0.1676
C -4.404 4.172 2.225  -0.0360
H -4.428 1.600 -0.523  0.0836
H -5.459 2.997 -0.730  0.0897
H -5.633 1.612 -1.792  0.0976
H -4.772 1.292 1.851  0.0996
H -5.961 0.075 2.262  0.1433
H -5.280 1.113 4.323  0.1211
H -6.964 1.316 3.977  0.1411
H -6.272 3.350 4.878  0.1408
H -6.730 3.622 3.237  0.1412
H -4.752 4.739 4.159  0.1804
H -2.933 3.960 4.889  0.1477
H -3.789 2.480 5.149  0.1372
H -1.645 2.201 4.073  0.1464
H -2.861 1.608 2.948  0.1263
H -3.246 2.758 1.048  0.1018
H -2.747 4.419 0.905  0.1436
H -4.479 5.249 2.109  0.1419
H -5.208 3.767 1.618  0.1105
C -1.512 -2.109 -3.161  -0.1357
O -2.252 -0.883 -3.245  -0.2903
P -2.128 -0.070 -4.752  0.6504
O -2.773 1.152 -4.138  -0.2920
O -3.234 -1.027 -5.438  -0.2551
C -4.437 -1.315 -4.736  -0.0972
O -1.893 0.673 -6.220  -0.2292
C -0.849 1.662 -6.275  -0.1086
H -1.763 -2.607 -2.227  0.0907
H -1.760 -2.772 -3.995  0.0855
H -0.443 -1.888 -3.175  0.0708
H -4.660 -0.559 -3.985  0.0785
H -4.362 -2.295 -4.262  0.0871
H -5.246 -1.343 -5.464  0.0959
H 0.097 1.256 -5.917  0.0812
H -1.127 2.533 -5.683  0.0808
H -0.730 1.956 -7.315  0.0890
C 4.679 -1.113 0.249  -0.0975
O 4.149 -0.924 -1.079  -0.2520
P 2.799 0.043 -1.261  0.6053
O 2.502 -0.366 -2.675  -0.2664
O 3.694 1.385 -1.144  -0.2710
C 4.836 1.535 -1.988  -0.0842
O 1.481 0.995 -0.973  -0.2222
C 0.234 0.294 -0.830  -0.0979
H 5.618 -1.653 0.159  0.1002
H 4.867 -0.148 0.733  0.0629
H 3.989 -1.702 0.853  0.0887
H 4.766 0.916 -2.881  0.0894
H 5.739 1.278 -1.432  0.0890
H 4.897 2.579 -2.283  0.0940
H 0.319 -0.486 -0.072  0.0863
H -0.060 -0.149 -1.779  0.0564
H -0.526 1.007 -0.519  0.0841
C 3.034 -7.184 -4.784  -0.1050
O 3.788 -6.954 -3.576  -0.2342
P 3.504 -5.536 -2.757  0.5153
O 4.652 -5.529 -1.814  -0.2583
O 2.119 -6.050 -2.096  -0.2650
C 2.149 -7.220 -1.286  -0.1078
O 2.952 -3.997 -2.710  -0.2236
C 3.799 -2.997 -3.326  -0.1062
H 3.239 -8.198 -5.117  0.0888
H 1.962 -7.079 -4.601  0.0847
H 3.344 -6.487 -5.563  0.0824
H 3.145 -7.414 -0.889  0.0861
H 1.812 -8.078 -1.869  0.0850
H 1.459 -7.071 -0.457  0.0857
H 4.039 -3.270 -4.356  0.0856
H 4.717 -2.879 -2.754  0.0799
H 3.245 -2.054 -3.319  0.0417
C 5.686 -0.723 4.329  -0.0971
O 5.982 0.673 4.542  -0.2287
P 4.759 1.767 4.276  0.5175
O 5.521 3.038 4.275  -0.2437
O 4.002 1.452 5.665  -0.2631
C 4.718 1.634 6.885  -0.0992
O 3.317 2.182 3.600  -0.2262
C 3.349 2.490 2.193  -0.0975
H 6.539 -1.301 4.671  0.0928
H 4.801 -1.025 4.896  0.0874
H 5.527 -0.920 3.267  0.0663
H 5.553 2.324 6.767  0.0884
H 5.085 0.670 7.241  0.0858
H 4.027 2.036 7.622  0.0882
H 3.806 1.677 1.631  0.0520
H 3.899 3.415 2.021  0.0940
H 2.325 2.618 1.849  0.0848

Forces on the atoms, in the same order (eV/Å):
C -0.1 0.5 -0.1
C -0.9 -1.3 -0.2
O 0.5 1.0 0.4
O 0.8 0.4 -0.3
C -0.3 -0.7 -0.1
C -0.2 0.1 -0.8
C -0.2 -0.5 1.5
N -0.8 -0.5 -0.9
C 0.8 -0.3 0.6
C 0.4 0.6 0.2
O -0.6 -0.4 -0.1
C 0.2 0.3 -0.4
C 0.6 0.3 -0.6
H 0.0 -0.3 0.1
H -0.2 0.1 0.2
H 0.1 -0.1 -0.1
H 0.1 0.2 0.2
H 0.1 -0.1 0.0
H 0.2 0.1 0.1
H -0.1 0.1 0.1
H 0.1 0.1 0.1
H 0.3 0.2 -0.4
H 0.0 0.1 0.0
H 0.0 0.2 -0.1
H -0.6 0.1 -0.1
H 0.1 -0.1 0.1
H -0.2 0.0 -0.1
H 0.0 -0.2 0.1
H 0.1 0.1 0.0
H 0.1 0.1 0.3
H -0.2 -0.2 0.3
C 0.1 -0.3 0.1
O 3.2 -0.9 -1.3
P -8.4 3.8 1.2
O 1.2 0.2 0.6
O 0.9 -0.3 -0.8
C -0.1 -0.4 0.3
O 3.1 -2.1 0.0
C 0.1 0.2 0.0
H -0.1 0.1 0.0
H 0.0 0.0 0.0
H 0.1 -0.3 0.1
H 0.1 0.1 0.0
H 0.0 0.0 0.1
H 0.1 0.0 -0.1
H 0.1 0.1 -0.1
H -0.1 -0.1 0.1
H -0.1 -0.1 0.0
C 0.2 0.0 0.0
O -2.0 -0.8 2.8
P 2.6 3.4 -6.9
O -0.7 -0.5 1.1
O -0.5 0.4 0.5
C 0.4 -0.1 0.1
O 0.1 -1.9 2.7
C -0.2 -0.1 0.0
H 0.0 0.0 -0.1
H 0.0 0.0 -0.1
H 0.1 -0.1 0.0
H -0.1 -0.1 0.0
H 0.0 0.0 -0.1
H -0.1 0.0 0.1
H -0.2 0.0 0.0
H 0.0 0.0 0.0
H 0.1 0.1 0.0
C -0.1 -0.1 0.1
O -0.4 2.4 -1.9
P 0.1 -1.8 6.0
O 0.1 0.1 -1.0
O -0.2 0.5 -0.2
C -0.1 -0.3 -0.1
O 0.3 -1.0 -2.9
C 0.0 0.3 -0.2
H 0.1 0.0 0.1
H 0.0 0.0 0.0
H 0.0 -0.1 -0.1
H 0.0 0.1 -0.1
H 0.1 0.0 0.0
H 0.0 0.1 0.0
H 0.0 0.0 0.0
H 0.0 -0.2 0.0
H 0.2 -0.4 0.0
C 0.0 0.0 0.2
O -1.7 -0.8 -2.5
P 0.8 4.1 4.8
O 0.1 -0.7 -0.8
O -0.5 -0.1 -0.4
C 0.2 -0.3 0.2
O 1.0 -2.5 -1.3
C 0.0 0.2 -0.1
H 0.0 0.1 0.0
H 0.0 0.0 0.0
H 0.0 -0.1 0.0
H 0.0 0.0 -0.1
H 0.1 0.0 0.0
H -0.1 0.0 -0.1
H 0.0 0.1 -0.1
H 0.1 -0.1 0.1
H 0.0 -0.1 0.1

Output
**E_LUMO**: -3.74 eV
**Total charge**: +1
**HOMO-LUMO gap**: 0.273 hartree

***

No. 2
Formula: C31H40CeN2O3S4Sb
Source: the Open Molecules 2025 dataset
Level of theory: wB97M-V/def2-TZVPD

Each line ends with the Löwdin charge.
Cartesian coordinates (Å):
Ce -2.259 -0.256 0.138  0.5017
S -1.689 0.759 3.095  0.7759
C -0.050 0.959 3.020  -0.6953
N 0.799 0.904 4.047  -0.0990
C 2.217 0.773 3.753  -0.1057
C 2.523 0.006 2.499  -0.0851
N 1.812 0.715 1.417  -0.1058
C 2.396 0.472 0.055  -0.1654
C 3.653 1.147 -0.186  -0.2445
C 4.585 0.400 -0.807  -0.0507
C 5.779 1.021 -1.167  -0.0706
C 6.016 2.329 -0.779  -0.0764
C 5.022 3.114 -0.130  -0.0830
C 3.843 2.534 0.172  -0.0173
C 0.635 1.258 1.645  -0.7158
S -0.115 2.214 0.462  0.6881
C 0.403 0.635 5.414  -0.1079
C 0.567 -0.853 5.727  -0.2110
C -0.090 -1.730 4.831  -0.0472
C -0.131 -3.124 5.010  -0.0348
C 0.636 -3.619 6.060  -0.0860
C 1.285 -2.768 6.928  -0.0860
C 1.255 -1.370 6.805  -0.0415
H 2.614 0.301 4.626  0.1242
H 2.674 1.744 3.729  0.1347
H 2.123 -1.039 2.630  0.1173
H 3.553 0.039 2.191  0.1328
H 1.739 0.870 -0.708  0.0691
H 2.446 -0.609 -0.091  0.1176
H 4.441 -0.670 -0.892  0.1233
H 6.586 0.446 -1.650  0.1132
H 6.875 2.908 -1.079  0.0966
H 5.209 4.141 0.119  0.1014
H 2.970 2.999 0.700  0.1203
H -0.613 1.000 5.603  0.1165
H 1.090 1.231 6.002  0.1267
H -0.589 -1.304 3.922  0.0301
H -0.587 -3.794 4.291  0.1133
H 0.747 -4.654 6.235  0.0919
H 1.863 -3.176 7.711  0.0870
H 1.669 -0.691 7.542  0.1108
O -1.418 -4.455 0.695  -0.3442
S -1.656 -3.001 0.680  0.1518
O -1.894 -2.415 -0.685  -0.5691
O -2.753 -2.544 1.537  -0.4211
S -0.081 -1.802 1.250  0.4188
C -2.854 -0.986 -5.225  -0.1962
C -2.088 -1.379 -3.976  -0.4430
Sb -1.121 0.165 -2.939  1.4479
C -0.617 1.622 -4.435  -0.3839
C 0.375 1.014 -5.474  -0.1792
C 0.911 -0.723 -2.679  -0.3874
C 1.188 -1.873 -3.625  -0.1892
H -3.358 -1.843 -5.683  0.0664
H -2.200 -0.599 -6.128  0.0944
H -3.566 -0.156 -5.021  0.0562
H -1.315 -2.079 -4.280  0.0337
H -2.760 -1.996 -3.397  0.0554
H -0.225 2.508 -4.031  0.0290
H -1.571 1.740 -4.945  0.0357
H 1.372 0.833 -5.121  0.0490
H 0.446 1.705 -6.310  0.0661
H -0.054 0.085 -5.856  0.0464
H 0.922 -0.994 -1.613  0.0045
H 1.608 0.132 -2.881  0.0601
H 0.446 -2.655 -3.549  0.0516
H 2.200 -2.323 -3.413  0.0863
H 1.246 -1.540 -4.678  0.0619
C -4.733 0.011 0.720  -0.1709
C -4.718 0.796 -0.435  -0.4429
C -5.255 0.352 -1.699  -0.0427
C -5.257 1.156 -2.779  -0.1344
C -4.534 2.314 -2.829  -0.1309
C -3.860 2.759 -1.679  -0.0776
C -3.922 1.960 -0.511  -0.1747
H -5.439 -0.816 0.797  0.0818
H -4.491 0.475 1.686  0.0574
H -5.742 -0.608 -1.769  0.1185
H -5.831 0.863 -3.651  0.1118
H -4.458 2.931 -3.738  0.1059
H -3.287 3.694 -1.659  0.1130
H -3.559 2.411 0.439  0.1198

Forces on the atoms, in the same order (eV/Å):
Ce -0.1 0.5 0.8
S -0.2 0.4 -0.1
C 0.5 0.6 -0.6
N -0.7 -0.3 -1.6
C 0.6 0.3 0.7
C -1.8 -0.5 0.0
N 0.5 -1.0 -0.3
C -2.0 0.2 0.9
C 0.2 1.8 1.2
C 1.5 0.0 -0.2
C 1.4 0.0 0.1
C -0.9 1.0 -0.4
C 1.0 -0.6 -0.4
C -2.2 -2.1 0.3
C -0.7 0.2 -0.5
S -0.3 -0.5 0.5
C 0.2 -0.4 0.6
C -1.1 -0.2 -1.0
C -0.6 -0.2 -0.9
C 1.1 1.2 0.1
C -0.3 0.7 0.0
C 0.1 1.1 0.0
C -0.6 -0.4 -0.2
H 0.5 -0.6 0.4
H 0.2 0.8 -0.2
H 0.6 0.8 -0.5
H 0.6 -0.2 0.4
H -0.7 -0.1 0.3
H 0.1 0.1 0.3
H 0.0 0.0 -0.4
H -0.5 0.4 0.2
H 0.5 -0.5 0.0
H 0.2 0.3 0.0
H 1.1 -0.1 -0.6
H 0.2 -0.2 -0.3
H 0.1 0.1 0.5
H 0.5 -0.6 1.2
H -0.2 0.2 0.0
H -0.1 -1.1 0.0
H 0.5 -0.5 0.8
H 0.3 -0.2 0.0
O -0.2 2.6 -0.2
S 1.2 -2.8 0.8
O -0.4 -0.1 -0.9
O -0.3 0.5 -0.1
S 0.3 -0.6 -0.2
C 0.7 1.6 -2.2
C 0.1 -0.9 -1.6
Sb 1.0 0.3 1.3
C 0.1 -2.4 -1.3
C -1.3 0.4 0.0
C -0.6 1.0 -0.3
C 1.5 -0.1 -0.2
H -0.3 0.1 0.4
H -0.9 -0.6 1.9
H 0.1 -0.7 -0.2
H 0.2 -0.1 0.0
H -0.1 0.3 0.9
H 0.1 1.2 0.7
H 0.0 0.6 0.0
H 0.4 -0.1 0.4
H 0.1 0.1 -0.2
H 0.2 0.0 -0.1
H 0.2 -0.1 -0.5
H -0.5 -0.7 0.4
H -0.1 -0.3 0.1
H -0.9 0.3 -0.1
H -0.2 -0.1 0.5
C 0.0 -0.6 0.8
C -0.2 0.0 -1.1
C -0.1 -0.6 1.7
C -0.4 -0.6 -1.3
C 1.5 2.8 0.3
C -0.2 -1.0 -0.3
C 0.1 1.4 0.3
H 0.3 0.1 -0.1
H -0.2 0.1 -0.3
H -0.3 -0.1 0.3
H 0.1 -0.2 -0.1
H -0.3 -0.4 0.5
H -0.3 -0.4 -0.1
H -0.1 -0.4 -0.6

Output
**E_LUMO (alpha / beta)**: -0.96 / -0.97 eV
**2S+1**: 2
**HOMO-LUMO gap (alpha / beta)**: 0.224 / 0.223 hartree

***

No. 3
Formula: CH3IO3S2
Source: the Open Molecules 2025 dataset
Level of theory: wB97M-V/def2-TZVPD

Each line ends with the Löwdin charge.
Cartesian coordinates (Å):
C -1.400 0.109 0.280  -0.2579
O 2.606 -2.418 0.306  -0.4510
O -0.404 2.614 -0.995  -0.5849
O 0.743 -1.670 -1.078  -0.4750
S 2.082 -1.432 -0.632  0.6807
S -0.639 1.944 0.303  0.4977
I 1.579 1.077 1.113  0.5267
H -2.278 0.503 -0.197  0.0128
H -0.837 -0.468 -0.436  -0.0172
H -1.452 -0.259 1.335  0.0680

Forces on the atoms, in the same order (eV/Å):
C 1.0 2.5 -0.4
O -0.4 1.3 -1.0
O -0.6 -1.4 0.7
O -0.2 0.1 -0.3
S 0.9 -1.9 0.8
S 0.6 -0.6 0.5
I -0.1 0.5 0.4
H -1.2 -0.7 0.2
H 0.1 -0.4 0.2
H -0.1 0.5 -1.1

Output
**E_LUMO**: -1.34 eV
**Energy relative to the best compared isomer or geometry (same formula, charge and spin)**: 0.8 kcal/mol
**HOMO-LUMO gap**: 0.306 hartree